Below is C4H4OS in the gas phase at a distorted geometry, with properties calculated with wB97M-V/def2-TZVPD.

The electronic energy is -17094.5546 eV. Its structure (SMILES) is Sc1ccco1. The maximum force is 1.021 eV/Å. Its HOMO energy is -0.29907 Eh. For the relative energy (zero: lowest compared OMol25 entry of this formula, charge and spin), the calculation gives 13.6 kcal per mole. As for the HOMO-LUMO gap: 8.971 eV.

Cartesian coordinates (Å):
C1 -0.86 0.06 0.00
C2 0.02 1.10 0.00
C3 1.32 0.53 0.00
C4 1.14 -0.82 0.00
H1 -2.68 -1.32 0.00
H2 -0.23 2.18 0.00
H3 2.28 1.04 -0.01
H4 1.82 -1.67 0.01
O1 -0.19 -1.11 0.00
S1 -2.62 0.01 0.00

---

Below is C5H10O in the gas phase at a distorted geometry, with properties calculated with wB97M-V/def2-TZVPD.

The electronic energy is -7394.2190 eV. Its structure (SMILES) is CC(C)CC=O. The maximum force is 1.066 eV/Å. Its HOMO energy is -0.35879 Eh. For the relative energy (zero: lowest compared OMol25 entry of this formula, charge and spin), the calculation gives 12.6 kcal per mole. As for the HOMO-LUMO gap: 10.771 eV.

Cartesian coordinates (Å):
O1 -1.19 -2.43 0.29
C1 -0.39 -1.55 0.51
C2 0.19 -0.61 -0.49
C3 0.06 0.86 0.02
C4 1.30 1.29 0.82
C5 -0.27 1.80 -1.12
H1 -0.05 -1.41 1.55
H2 1.25 -0.86 -0.59
H3 -0.31 -0.69 -1.46
H4 -0.77 0.85 0.73
H5 1.72 0.44 1.35
H6 1.04 2.07 1.53
H7 2.06 1.71 0.17
H8 -0.08 2.83 -0.85
H9 0.30 1.63 -2.04
H10 -1.33 1.76 -1.40

---

Below is a molecular structure, C17H36N4O3P2Pd at a distorted geometry, with properties calculated with wB97M-V/def2-TZVPD.

As for the charge: +4. The expectation value of S² is 6.0244. The electronic energy is -52333.3342 eV. The maximum force is 1.160 eV/Å. Its HOMO energy (spin up / spin down) is -0.76485 / -0.81297 Eh. The multiplicity is 5. As for the HOMO-LUMO gap (spin up / spin down): 9.744 / 6.900 eV.

Cartesian coordinates (Å):
Pd1 -1.26 0.53 1.10
C1 -4.27 2.51 0.37
C2 -3.33 1.94 1.37
C3 -3.40 0.60 1.78
C4 -2.58 0.08 2.83
C5 -2.76 -1.33 3.31
C6 -1.64 0.95 3.43
C7 -1.53 2.30 3.05
C8 -0.63 3.25 3.77
C9 -2.33 2.75 1.96
H1 -3.74 3.00 -0.45
H2 -4.86 3.29 0.86
H3 -4.96 1.77 -0.02
H4 -4.18 -0.04 1.37
H5 -2.13 -2.02 2.74
H6 -3.79 -1.65 3.20
H7 -2.47 -1.42 4.36
H8 -1.04 0.58 4.25
H9 0.12 3.66 3.09
H10 -0.15 2.80 4.63
H11 -1.23 4.11 4.11
H12 -2.21 3.77 1.62
C10 -0.21 -3.01 -2.16
N1 -0.89 -1.76 -1.74
C11 -2.38 -1.85 -1.82
P1 -0.20 -0.32 -1.83
O1 -0.91 0.80 -1.19
O2 1.32 -0.50 -1.33
P2 1.91 -0.13 0.13
O3 1.04 0.78 0.91
N2 3.37 0.69 -0.26
C12 3.90 1.68 0.68
C13 4.27 0.28 -1.34
N3 2.38 -1.50 0.81
C14 3.07 -2.59 0.06
C15 2.58 -1.56 2.28
N4 0.04 -0.02 -3.51
C16 1.06 -0.67 -4.33
C17 -1.01 0.70 -4.24
H13 -0.54 -3.82 -1.50
H14 0.87 -2.92 -2.09
H15 -0.50 -3.27 -3.19
H16 -2.71 -2.59 -1.09
H17 -2.68 -2.19 -2.81
H18 -2.83 -0.89 -1.60
H19 3.21 1.84 1.51
H20 4.03 2.61 0.12
H21 4.88 1.35 1.02
H22 3.81 -0.45 -1.99
H23 5.19 -0.11 -0.90
H24 4.54 1.18 -1.90
H25 2.90 -2.51 -1.01
H26 2.68 -3.54 0.41
H27 4.14 -2.55 0.28
H28 2.08 -0.72 2.77
H29 3.64 -1.55 2.51
H30 2.15 -2.50 2.64
H31 1.82 -1.15 -3.72
H32 1.50 0.10 -4.97
H33 0.57 -1.39 -4.98
H34 -1.68 1.21 -3.56
H35 -1.54 -0.02 -4.87
H36 -0.51 1.42 -4.90

---

Below is a molecular structure, C59H54As2F4N5O3STi at a distorted geometry, with properties calculated with wB97M-V/def2-TZVPD.

As for the charge: +1. The electronic energy is -242149.4966 eV. The maximum force is 1.992 eV/Å. Its HOMO energy is -0.38424 Eh. For the relative energy (zero: lowest compared OMol25 entry of this formula, charge and spin), the calculation gives 29.6 kcal per mole. As for the HOMO-LUMO gap: 7.059 eV.

Cartesian coordinates (Å):
Ti1 0.48 0.18 1.06
C1 -2.09 2.12 2.83
C2 -0.96 1.96 3.88
As1 -0.37 0.08 4.15
C3 0.02 0.21 6.05
C4 0.72 1.28 6.58
C5 0.98 1.33 7.95
C6 0.54 0.30 8.78
C7 -0.17 -0.77 8.24
C8 -0.43 -0.81 6.87
C9 1.53 0.00 3.60
C10 2.43 1.08 3.57
C11 3.79 0.87 3.42
C12 4.28 -0.43 3.32
C13 3.41 -1.51 3.37
C14 2.05 -1.29 3.51
As2 -2.14 0.70 1.46
C15 -3.34 -0.54 2.42
C16 -4.64 -0.11 2.66
C17 -5.55 -0.93 3.32
C18 -5.17 -2.21 3.73
C19 -3.87 -2.64 3.50
C20 -2.96 -1.81 2.85
C21 -3.51 1.25 0.22
C22 -4.04 0.26 -0.60
C23 -5.05 0.56 -1.49
C24 -5.54 1.87 -1.56
C25 -5.02 2.85 -0.74
C26 -4.00 2.54 0.15
H1 -2.00 3.07 2.31
H2 -3.06 2.09 3.31
H3 -1.31 2.28 4.85
H4 -0.10 2.57 3.62
H5 1.07 2.09 5.95
H6 1.52 2.17 8.36
H7 0.74 0.34 9.84
H8 -0.51 -1.57 8.88
H9 -0.98 -1.64 6.46
H10 2.06 2.09 3.68
H11 4.47 1.72 3.39
H12 5.35 -0.59 3.20
H13 3.80 -2.52 3.31
H14 1.38 -2.13 3.58
H15 -4.96 0.86 2.34
H16 -6.56 -0.58 3.50
H17 -5.89 -2.85 4.22
H18 -3.56 -3.63 3.81
H19 -1.95 -2.15 2.71
H20 -3.70 -0.76 -0.50
H21 -5.47 -0.22 -2.12
H22 -6.34 2.11 -2.26
H23 -5.40 3.87 -0.78
H24 -3.59 3.32 0.79
N1 2.10 -0.04 0.27
C27 3.07 0.62 -0.26
C28 4.44 0.05 -0.26
C29 5.57 0.80 -0.61
C30 6.83 0.20 -0.58
C31 6.96 -1.14 -0.23
C32 5.83 -1.89 0.08
C33 4.58 -1.30 0.07
C34 2.87 1.97 -0.88
C35 3.34 3.10 -0.20
C36 3.13 4.36 -0.73
C37 2.45 4.51 -1.94
C38 1.96 3.39 -2.60
C39 2.17 2.12 -2.06
H25 5.48 1.83 -0.90
H26 7.70 0.79 -0.83
H27 7.94 -1.60 -0.22
H28 5.93 -2.94 0.33
H29 3.69 -1.88 0.30
H30 3.86 2.98 0.74
H31 3.51 5.24 -0.21
H32 2.31 5.50 -2.36
H33 1.41 3.50 -3.52
H34 1.78 1.25 -2.57
F1 -1.16 -4.28 1.54
C40 -0.97 -3.58 0.42
F2 -0.73 -4.43 -0.58
F3 -2.10 -2.93 0.14
C41 0.22 -2.62 0.60
O1 1.25 -2.89 0.04
O2 -0.03 -1.60 1.42
F4 0.73 1.84 1.58
N2 -0.54 5.11 -0.64
C42 -0.35 3.97 0.09
N3 -0.86 2.91 -0.47
C43 -1.40 3.38 -1.69
C44 -2.06 2.69 -2.71
C45 -2.50 3.42 -3.80
C46 -2.30 4.81 -3.89
C47 -1.65 5.50 -2.89
C48 -1.20 4.75 -1.80
H35 -0.20 6.02 -0.40
H36 0.17 3.99 1.04
H37 -2.22 1.62 -2.64
H38 -3.03 2.91 -4.60
H39 -2.67 5.34 -4.76
H40 -1.49 6.57 -2.96
C49 3.19 -3.48 -3.63
C50 1.92 -4.18 -3.14
C51 0.65 -3.49 -3.60
N4 0.49 -2.21 -2.87
C52 -0.59 -1.56 -2.50
S1 -0.51 -0.17 -1.48
N5 -1.84 -1.82 -2.98
C53 -2.44 -2.75 -3.89
O3 -3.55 -3.13 -3.63
C54 -1.71 -3.08 -5.13
C55 -1.91 -4.32 -5.72
C56 -1.29 -4.61 -6.93
C57 -0.49 -3.65 -7.55
C58 -0.31 -2.40 -6.96
C59 -0.92 -2.12 -5.75
H41 4.08 -4.02 -3.30
H42 3.27 -2.46 -3.25
H43 3.21 -3.43 -4.73
H44 1.92 -4.24 -2.06
H45 1.89 -5.20 -3.53
H46 -0.22 -4.12 -3.42
H47 0.70 -3.29 -4.67
H48 1.31 -1.88 -2.39
H49 -2.54 -1.37 -2.42
H50 -2.56 -5.04 -5.23
H51 -1.43 -5.58 -7.39
H52 -0.01 -3.88 -8.49
H53 0.29 -1.65 -7.46
H54 -0.79 -1.14 -5.29

---

Below is 2 unconnected molecules or ions with the total composition C10H14N2O3 at a distorted geometry, with properties calculated with wB97M-V/def2-TZVPD.

The electronic energy is -19714.4266 eV. Its structure (SMILES) is C=C1C=C(O)C(=O)C=C1ON.C=CNC. The maximum force is 4.139 eV/Å. Its HOMO energy is -0.30557 Eh. For the relative energy (zero: lowest compared OMol25 entry of this formula, charge and spin), the calculation gives 142.6 kcal per mole. As for the HOMO-LUMO gap: 7.914 eV.

Cartesian coordinates (Å):
C1 2.50 -2.89 -0.64
C2 -0.30 -2.13 -0.50
C3 1.88 -2.32 0.53
C4 1.69 -2.97 -1.80
C5 0.30 -2.55 -1.74
C6 0.55 -1.72 0.48
C7 2.36 -2.37 1.74
C8 -0.02 2.68 0.94
C9 -0.84 3.75 1.04
C10 -2.49 3.42 -0.77
N1 -1.14 -0.27 0.93
N2 -1.98 4.12 0.39
O1 2.05 -3.59 -2.91
O2 -0.41 -2.74 -2.75
O3 0.02 -1.05 1.55
H1 3.41 -3.49 -0.40
H2 -1.25 -1.66 -0.54
H3 1.80 -2.01 2.63
H4 3.31 -2.86 1.98
H5 0.84 2.52 1.61
H6 0.01 2.00 0.07
H7 -0.60 4.38 1.93
H8 -2.04 3.82 -1.69
H9 -2.28 2.36 -0.79
H10 -3.62 3.47 -0.67
H11 -0.90 0.66 0.83
H12 -1.83 -0.15 1.72
H13 -2.36 5.09 0.50
H14 1.36 -3.51 -3.65

---

Below is C12H16N2O2S in the gas phase at a distorted geometry, with properties calculated with wB97M-V/def2-TZVPD.

The electronic energy is -30606.0988 eV. Its structure (SMILES) is COC(=O)CSc1nc(C)c2c(n1)CCCC2. The maximum force is 10.361 eV/Å. Its HOMO energy is -0.29299 Eh. For the relative energy (zero: lowest compared OMol25 entry of this formula, charge and spin), the calculation gives 208.5 kcal per mole. As for the HOMO-LUMO gap: 8.198 eV.

Cartesian coordinates (Å):
C1 -3.80 -0.50 2.13
H1 -3.62 -1.60 2.07
H2 -4.75 -0.13 2.10
H3 -3.22 -0.08 2.82
O1 -3.29 -0.17 0.68
C2 -3.99 -0.45 -0.24
O2 -4.99 -1.20 -0.15
C3 -3.29 0.23 -1.64
H4 -4.06 0.36 -2.40
H5 -2.45 -0.53 -1.85
S1 -2.52 2.00 -1.20
C4 -0.99 1.35 -0.77
N1 -0.06 2.02 -0.34
C5 1.15 1.93 0.23
C6 1.51 0.48 0.04
C7 0.51 -0.44 -0.20
N2 -0.58 -0.20 -0.70
C8 0.93 -1.91 -0.27
C9 2.46 -1.94 -1.04
C10 3.32 -0.89 -0.47
C11 2.80 -0.06 0.47
H6 2.62 -0.57 1.62
H7 3.56 0.85 0.82
H8 3.46 -0.24 -1.28
H9 4.31 -1.20 -0.56
H10 2.82 -3.00 -0.66
H11 2.27 -2.27 -2.06
H12 0.25 -2.27 -0.93
H13 0.90 -2.25 0.79
C12 2.05 2.90 0.75
H14 2.33 2.86 1.66
H15 1.44 3.85 0.51
H16 2.94 3.05 0.08